Record 1
This record from OMol25 describes a structure of composition C5H10FN in a non-equilibrium geometry. The level of theory is ωB97M-V/def2-TZVPD.

Structure (XYZ):
```
17
Properties=species:S:1:pos:R:3:lowdin_charge:R:1
F -2.1724 0.7538 0.4838 -0.150
N -0.4677 -0.2948 -1.0978 -0.048
C 0.0131 -0.2887 0.2633 -0.558
C 0.9076 -1.5683 0.3049 -0.090
C 0.8188 1.1489 -0.1159 -0.140
C -1.1142 0.0334 1.2850 -0.097
C 0.1844 0.9995 -1.3843 -0.330
H 1.0700 0.9588 -2.1196 0.103
H 1.7462 -1.4244 -0.4756 0.084
H -0.5603 0.6536 2.1741 0.144
H -1.6154 -0.2483 -1.1497 0.180
H 1.9520 1.2164 -0.2503 0.121
H 0.1191 1.8921 0.6769 0.162
H 0.2057 -2.5187 0.0067 0.089
H 1.1979 -2.2688 1.4914 0.153
H -0.5721 2.0040 -1.9390 0.185
H -1.7128 -1.0484 1.8463 0.192
```

Results
total charge	0
2S+1	1
orbital gap	9.64	eV
DFT total energy	-350.881048	Ha
LUMO	0.9009	eV
energy relative to the best compared isomer or geometry (same formula, charge and spin)	153.5	kcal per mole

Record 2
This record from OMol25 describes a structure of composition C10H29INO7Pd in a non-equilibrium geometry. The level of theory is ωB97M-V/def2-TZVPD.

Structure (XYZ):
```
49
Properties=species:S:1:pos:R:3:mulliken_spin:R:1
I 25.9756 -7.4790 8.1848 0.749
Pd 25.6239 -5.4416 8.8486 0.716
O 27.8846 -9.3489 8.9679 0.068
O 26.9271 -11.9963 7.7865 0.003
O 27.4584 -4.9311 6.2845 0.006
O 23.2111 -7.6092 5.2137 0.004
O 28.6333 -5.4698 8.8667 0.019
O 24.3249 -10.1129 6.3162 0.018
O 27.5929 -8.1091 5.9731 0.007
N 29.7086 -5.1169 11.5425 0.000
C 27.5318 -6.9782 4.9949 -0.001
C 28.0192 -9.8271 7.6479 0.005
C 26.7179 -10.6427 7.2590 -0.016
C 26.7226 -5.8641 5.5368 -0.003
C 32.0200 -4.8433 10.6231 0.001
C 30.0619 -5.5842 9.0582 0.013
C 24.4866 -8.1166 4.9348 0.008
C 30.4771 -4.7706 10.3570 0.001
C 28.1345 -6.2253 7.7761 0.346
C 24.9663 -8.9115 6.1325 0.081
H 22.7673 -8.2110 5.8158 -0.001
H 27.0543 -6.3648 7.8174 -0.046
H 30.0060 -6.0538 11.7747 0.000
H 30.4361 -4.9560 8.2498 -0.004
H 30.3687 -3.7235 10.0740 0.001
H 28.6188 -7.2015 7.7495 -0.014
H 32.1819 -5.8798 10.9190 0.000
H 32.6659 -4.5767 9.7866 0.000
H 32.4625 -4.2445 11.4192 0.000
H 28.1563 -9.0237 6.9242 -0.006
H 26.4606 -10.5212 6.2068 0.000
H 28.5285 -6.5840 4.7965 0.002
H 27.2690 -8.6369 8.7789 -0.045
H 24.1270 -10.2150 7.2500 0.000
H 24.0830 -8.7375 4.1350 0.010
H 27.1479 -7.4062 4.0689 -0.001
H 25.8780 -6.1905 6.1437 0.009
H 27.2305 -11.9133 8.6936 0.000
H 28.2966 -4.8658 5.8211 -0.012
H 28.3958 -5.7222 6.8452 0.017
H 25.1379 -7.3644 4.4897 0.003
H 26.3200 -5.4494 4.6126 0.003
H 27.1071 -7.9390 6.7835 -0.005
H 28.9415 -10.4079 7.6538 0.003
H 25.8746 -10.1358 7.7281 0.024
H 24.7742 -8.2759 6.9970 0.050
H 30.3738 -6.6286 9.0665 0.007
H 26.0513 -8.9559 6.2266 -0.018
H 30.1336 -4.5572 12.2678 0.000
```

Results
total charge	+1
2S+1	3
orbital gap (spin up / spin down)	7.79 / 5.03	eV
⟨S²⟩	2.01
DFT total energy	-1404.444047	Ha
LUMO (spin up / spin down)	-4.2658 / -7.0755	eV

Record 3
This record from OMol25 describes a cluster of 4 separate species, C4H14NO2 in total in a non-equilibrium geometry. The level of theory is ωB97M-V/def2-TZVPD.

Structure (XYZ):
```
21
Properties=species:S:1:pos:R:3:lowdin_charge:R:1
O 0.1633 -1.4513 0.0314 -0.063
O -0.2939 -0.9905 -2.3937 -0.032
N 6.9467 1.3780 1.0099 0.065
C -2.5850 -0.3099 0.0707 -0.165
C -2.3262 0.4537 1.2880 -0.034
C -1.0475 0.6243 1.7564 0.225
C -2.5659 0.6332 -1.1936 -0.030
H -3.1329 0.8108 1.9332 0.149
H 6.2431 1.6702 0.3580 0.012
H 6.8845 1.7205 1.9498 0.015
H -0.0957 -1.2488 -1.4557 -0.048
H -0.2865 0.0064 1.2789 0.074
H 0.2756 -2.3502 0.3897 0.071
H 7.3330 0.4603 0.8870 0.016
H -3.5947 -0.6933 0.1119 0.121
H -2.7279 0.1058 -2.1542 0.092
H -1.5395 1.0310 -1.2629 0.090
H -3.4534 1.3085 -1.0870 0.117
H 0.1738 -1.3394 -3.1511 0.057
H -1.8052 -1.1457 -0.0693 0.154
H -0.8155 1.3764 2.5145 0.115
```

Results
total charge	+1
2S+1	1
orbital gap	1.75	eV
DFT total energy	-365.469443	Ha
LUMO	-9.9990	eV
energy relative to the best compared isomer or geometry (same formula, charge and spin)	226.7	kcal per mole

Record 4
This record from OMol25 describes a cluster of 3 separate species, C2H2O3 in total in a non-equilibrium geometry. The level of theory is ωB97M-V/def2-TZVPD.

Structure (XYZ):
```
7
Properties=species:S:1:pos:R:3:lowdin_charge:R:1
O 3.2337 -2.6181 0.0428 0.042
O -1.0980 1.6520 0.2255 -0.078
O 4.3395 1.0682 -0.0282 0.059
C 3.6008 0.1842 -0.0669 -0.037
C 4.1172 -1.9313 0.2422 -0.063
H -1.0999 0.8349 0.7066 0.012
H -0.3797 1.6286 -0.4727 0.065
```

Results
total charge	0
2S+1	1
orbital gap	11.66	eV
DFT total energy	-303.089026	Ha
LUMO	0.0735	eV
energy relative to the best compared isomer or geometry (same formula, charge and spin)	25.9	kcal per mole